{
  "formula": "C3H9O",
  "method": "ωB97M-V/def2-TZVPD",
  "species": ["O", "H", "C", "C", "C", "H", "H", "H", "H", "H", "H", "H", "H"],
  "coordinates": [[0.46311, 0.14709, -2.90156], [0.09688, -0.56223, -3.44876], [0.34607, 1.24077, 0.99401], [-0.14746, 0.16897, 0.02392], [-0.31987, -1.21189, 0.65975], [-0.02095, 1.04942, 2.00217], [0.11348, 2.22301, 0.60554], [1.44789, 1.23988, 1.07495], [0.41195, 0.02100, -0.92456], [-1.13244, 0.48434, -0.31378], [-1.21680, -1.26900, 1.28468], [-0.60349, -1.87856, -0.16234], [0.56162, -1.65281, 1.10598]],
  "charge": -1,
  "e_above_lowest_kj_mol": 26.6,
  "spin_multiplicity": 1,
  "lumo_energy_ev": 4.212,
  "total_energy_ha": -194.904448
}